Run A
O2 | ωB97M-V/def2-TZVPD

SMILES ... O=O
Kohn-Sham gap ... 0.2832 hartree
Highest occupied orbital energy ... -11.68 eV

Last column: natural (NBO) charge in e.
Element x y z (Å)
O: -0.273 0.478 -0.477  0.0000
O: 0.273 -0.478 0.477  0.0000

---

Run B
O2 | ωB97M-V/def2-TZVPD

SMILES ... O=O
Kohn-Sham gap ... 0.2859 hartree
Highest occupied orbital energy ... -11.17 eV

Last column: natural (NBO) charge in e.
Element x y z (Å)
O: 0.087 0.676 -0.022  0.0000
O: -0.087 -0.676 0.022  0.0000

---

Which one is most stable, and which one is least stable? run B is the most stable of them, while run A is the least stable.